Density functional theory data (the ωB97M-V functional and the def2-TZVPD basis) for a structure of composition C36H66F9N10O10S2 in a non-equilibrium geometry.

Last column: Mulliken charge in e.
Positions of all 133 atoms, in Å:
C (-13.65, -10.70, 20.07)  0.46
O (-14.73, -10.66, 19.16)  0.17
O (-13.67, -9.53, 20.85)  0.44
C (-13.56, -12.10, 20.80)  -0.57
F (-12.55, -12.27, 21.60)  0.08
F (-14.70, -12.29, 21.47)  -0.35
F (-13.53, -13.15, 20.04)  0.19
C (-14.73, -11.53, 18.01)  -2.21
C (-15.65, -10.92, 16.97)  -0.60
H (-16.57, -10.67, 17.51)  -0.56
H (-15.27, -9.98, 16.57)  0.50
H (-16.05, -11.54, 16.17)  0.71
H (-15.14, -12.53, 18.19)  0.13
H (-13.81, -11.67, 17.45)  1.45
H (-12.80, -10.70, 19.39)  0.65
C (-16.70, -6.48, 20.61)  -1.45
C (-15.98, -7.79, 20.99)  0.48
O (-15.74, -8.08, 22.12)  -0.42
N (-15.55, -8.80, 19.91)  0.94
H (-14.85, -9.42, 20.31)  0.23
H (-16.25, -9.49, 19.67)  0.85
C (-14.83, -8.17, 18.73)  -0.73
H (-15.96, -5.73, 20.33)  0.37
H (-17.28, -6.03, 21.42)  0.44
H (-17.36, -6.64, 19.76)  0.33
H (-15.54, -7.58, 18.15)  0.70
H (-14.43, -9.01, 18.17)  -0.08
H (-13.97, -7.60, 19.10)  0.21
C (-11.09, -7.73, 19.14)  -1.14
C (-11.57, -7.96, 20.55)  0.55
O (-11.91, -7.11, 21.35)  -0.46
N (-11.73, -9.48, 20.83)  -0.02
H (-12.68, -9.81, 20.72)  -1.19
H (-11.26, -9.98, 20.10)  0.68
C (-11.18, -9.92, 22.17)  -0.28
H (-10.81, -6.68, 19.22)  0.47
H (-11.93, -7.74, 18.45)  0.26
H (-10.27, -8.40, 18.87)  0.36
H (-10.23, -9.43, 22.35)  0.64
H (-11.07, -11.00, 22.14)  -0.31
H (-11.83, -9.70, 23.02)  0.06
C (-16.08, -10.50, 23.22)  -1.19
C (-14.58, -10.75, 23.26)  -0.31
N (-13.95, -9.60, 23.88)  0.57
C (-13.68, -8.42, 23.29)  -0.58
C (-12.98, -7.70, 24.25)  -1.01
N (-12.89, -8.40, 25.46)  0.22
C (-13.52, -9.59, 25.23)  -0.41
C (-12.17, -7.98, 26.55)  -0.89
H (-16.53, -10.36, 24.20)  0.53
H (-16.54, -11.28, 22.61)  0.21
H (-16.32, -9.57, 22.70)  0.21
H (-14.13, -10.82, 22.27)  -0.38
H (-14.41, -11.71, 23.75)  0.82
H (-14.00, -8.22, 22.28)  0.58
H (-12.53, -6.72, 24.16)  0.56
H (-13.65, -10.39, 25.94)  0.54
H (-12.75, -8.08, 27.46)  0.39
H (-12.10, -6.89, 26.50)  0.36
H (-11.13, -8.26, 26.69)  0.35
C (-11.02, -15.71, 24.75)  -1.39
C (-11.07, -14.37, 24.14)  -0.01
N (-10.33, -14.35, 22.89)  0.49
C (-8.94, -14.62, 22.69)  -0.53
C (-8.67, -14.37, 21.33)  -0.62
N (-9.90, -14.00, 20.73)  0.35
C (-10.85, -13.88, 21.72)  0.54
C (-10.07, -13.52, 19.38)  -0.74
H (-10.03, -16.14, 24.91)  0.38
H (-11.67, -16.44, 24.26)  0.27
H (-11.41, -15.67, 25.77)  0.42
H (-10.68, -13.55, 24.74)  0.40
H (-12.10, -14.14, 23.85)  0.04
H (-8.34, -15.10, 23.44)  0.47
H (-7.77, -14.49, 20.74)  0.51
H (-11.89, -13.58, 21.64)  -0.42
H (-9.20, -13.16, 18.84)  0.52
H (-10.78, -12.70, 19.30)  -0.12
H (-10.37, -14.36, 18.74)  0.33
C (-15.76, -10.72, 13.69)  -1.89
C (-15.89, -9.70, 14.89)  0.31
N (-17.22, -9.12, 15.07)  0.41
C (-17.67, -8.53, 16.23)  -0.22
C (-18.97, -8.13, 16.01)  -1.18
N (-19.29, -8.39, 14.72)  0.13
C (-18.24, -9.08, 14.17)  -0.13
C (-20.50, -8.13, 14.06)  -0.78
H (-14.92, -11.37, 13.94)  0.48
H (-15.64, -10.30, 12.69)  0.40
H (-16.56, -11.45, 13.73)  0.55
H (-15.14, -8.92, 14.76)  0.26
H (-15.64, -10.22, 15.81)  0.03
H (-17.14, -8.49, 17.17)  0.57
H (-19.67, -7.78, 16.75)  0.45
H (-18.18, -9.50, 13.18)  0.46
H (-20.58, -8.53, 13.05)  0.30
H (-20.68, -7.07, 14.24)  0.34
H (-21.25, -8.67, 14.64)  0.38
C (-18.47, -17.15, 19.17)  -1.13
C (-18.63, -16.06, 20.24)  -0.47
N (-17.81, -14.90, 20.06)  0.22
C (-16.44, -14.89, 20.09)  -0.80
C (-15.97, -13.57, 20.04)  0.20
N (-17.10, -12.85, 19.74)  0.58
C (-18.19, -13.64, 19.76)  -0.45
C (-17.14, -11.45, 19.58)  -0.97
H (-17.56, -17.72, 19.36)  0.34
H (-18.41, -16.67, 18.19)  0.31
H (-19.29, -17.85, 19.11)  0.37
H (-18.26, -16.52, 21.16)  0.30
H (-19.65, -15.74, 20.47)  0.49
H (-15.96, -15.81, 20.40)  0.90
H (-14.97, -13.15, 20.06)  -0.61
H (-19.22, -13.42, 19.52)  0.50
H (-17.88, -11.04, 20.27)  0.50
H (-17.28, -11.29, 18.51)  1.22
H (-16.21, -10.97, 19.89)  -1.15
C (-13.60, -13.73, 16.53)  0.21
F (-13.44, -12.39, 16.41)  -0.22
F (-12.44, -14.21, 17.03)  -0.21
F (-14.53, -14.01, 17.43)  -0.19
S (-14.00, -14.57, 14.81)  1.37
O (-12.99, -14.12, 13.83)  -0.67
O (-13.95, -16.06, 15.08)  -0.65
O (-15.32, -14.18, 14.36)  -0.66
C (-12.98, -15.53, 19.59)  0.45
F (-11.77, -14.93, 19.69)  -0.06
F (-13.84, -14.85, 18.85)  -0.09
F (-12.83, -16.75, 19.06)  -0.26
S (-13.68, -15.67, 21.41)  1.24
O (-15.03, -16.33, 21.31)  -0.72
O (-12.71, -16.67, 21.99)  -0.78
O (-13.70, -14.42, 22.17)  -0.43

frontier orbital gap: 5.84 eV
electronic energy: -119856.781 eV
total charge: +3
spin multiplicity: 1
HOMO energy: -0.4909 Eh
LUMO level: -7.5 eV

Density functional theory data (the ωB97M-V functional and the def2-TZVPD basis) for a cluster of 8 separate species, C36H67F9O18S in total in a non-equilibrium geometry.

Last column: Mulliken charge in e.
Positions of all 131 atoms, in Å:
C (2.23, -0.55, 2.44)  -0.86
C (1.10, 0.54, 2.01)  0.00
O (0.61, 0.20, 0.69)  -0.38
C (-0.82, 0.33, 0.58)  -0.13
O (-1.19, 1.11, -0.59)  -0.23
C (-1.10, 2.50, -0.36)  0.60
O (-0.73, 3.21, -1.34)  -0.58
O (-1.40, 3.15, 0.87)  -0.28
C (-2.84, 3.47, 0.95)  -0.40
C (-3.50, 2.30, 1.81)  -0.60
C (-5.09, 2.50, 2.06)  0.80
F (-5.16, 3.11, 3.38)  -0.33
F (-5.67, 3.47, 1.19)  -0.31
C (-5.90, 1.13, 2.19)  0.59
F (-7.03, 1.34, 3.05)  -0.27
F (-5.05, 0.24, 2.92)  -0.17
S (-6.53, 0.38, 0.61)  1.16
F (-5.46, -0.92, 0.84)  -0.31
F (-7.64, -0.52, 1.53)  -0.32
F (-7.65, 1.57, 0.34)  -0.28
F (-5.37, 1.07, -0.35)  -0.28
F (-7.12, -0.40, -0.75)  -0.29
H (1.68, -1.29, 3.14)  0.14
H (2.62, -1.15, 1.56)  0.28
H (3.06, -0.09, 3.08)  0.27
H (0.32, 0.51, 2.84)  0.16
H (1.55, 1.61, 1.96)  0.25
H (-1.34, 0.71, 1.52)  0.22
H (-1.23, -0.73, 0.39)  0.26
H (-3.21, 3.51, -0.13)  0.31
H (-2.90, 4.46, 1.50)  0.31
H (-3.03, 2.14, 2.84)  0.32
H (-3.41, 1.30, 1.24)  0.31
O (-2.65, -2.29, 2.65)  -0.55
C (-3.22, -2.80, 3.58)  0.64
O (-2.85, -4.02, 4.00)  -0.40
C (-3.33, -4.64, 5.21)  0.38
C (-4.65, -5.35, 4.97)  -1.03
C (-4.41, -2.13, 4.22)  -0.56
H (-3.39, -3.92, 6.03)  0.38
H (-2.58, -5.37, 5.50)  -0.42
H (-5.43, -4.66, 4.66)  0.30
H (-4.98, -5.87, 5.87)  0.35
H (-4.54, -6.09, 4.16)  0.31
H (-5.30, -2.36, 3.64)  0.19
H (-4.23, -1.06, 4.22)  0.03
H (-4.56, -2.42, 5.26)  0.41
O (4.94, -2.47, 3.59)  -0.62
C (4.38, -2.71, 4.63)  0.82
O (3.88, -1.71, 5.38)  -0.34
C (3.03, -1.90, 6.52)  -0.40
C (3.85, -2.14, 7.77)  -1.06
C (4.30, -4.12, 5.15)  -1.09
H (2.30, -2.68, 6.34)  0.37
H (2.47, -0.97, 6.64)  0.34
H (4.45, -3.05, 7.69)  0.27
H (3.21, -2.23, 8.65)  0.37
H (4.56, -1.32, 7.93)  0.30
H (5.22, -4.36, 5.68)  0.27
H (4.18, -4.79, 4.30)  0.32
H (3.45, -4.30, 5.80)  0.41
O (2.42, 7.25, -5.32)  -0.60
C (1.54, 6.41, -5.30)  0.57
O (1.66, 5.34, -4.49)  -0.37
C (0.60, 4.40, -4.25)  -0.26
C (0.56, 3.33, -5.33)  -0.66
C (0.36, 6.51, -6.22)  -0.36
H (-0.36, 4.91, -4.12)  0.34
H (0.83, 3.93, -3.29)  0.18
H (0.36, 3.77, -6.31)  -0.02
H (-0.21, 2.59, -5.11)  0.36
H (1.53, 2.83, -5.40)  0.34
H (0.63, 6.10, -7.19)  -0.04
H (0.10, 7.56, -6.33)  0.29
H (-0.53, 6.02, -5.84)  0.27
O (-0.51, 8.27, -8.10)  -0.56
C (-1.69, 8.39, -8.33)  0.90
O (-2.52, 7.34, -8.13)  -0.34
C (-3.95, 7.42, -8.19)  -0.43
C (-4.45, 7.28, -9.61)  -0.99
C (-2.24, 9.66, -8.92)  -1.27
H (-4.31, 8.34, -7.71)  0.36
H (-4.33, 6.59, -7.59)  0.34
H (-4.08, 8.08, -10.25)  0.27
H (-5.54, 7.29, -9.64)  0.38
H (-4.09, 6.34, -10.04)  0.28
H (-2.10, 9.63, -10.00)  0.29
H (-1.69, 10.50, -8.50)  0.32
H (-3.29, 9.83, -8.68)  0.40
O (-1.76, -5.39, 7.62)  -0.59
C (-1.45, -6.56, 7.69)  0.71
O (-1.97, -7.35, 8.65)  -0.36
C (-1.82, -8.77, 8.70)  -0.38
C (-0.52, -9.16, 9.39)  -0.94
C (-0.41, -7.14, 6.76)  -0.94
H (-1.92, -9.22, 7.71)  0.35
H (-2.66, -9.15, 9.29)  0.30
H (0.35, -8.79, 8.84)  0.27
H (-0.44, -10.24, 9.47)  0.35
H (-0.47, -8.72, 10.39)  0.30
H (0.58, -6.92, 7.15)  0.28
H (-0.53, -6.66, 5.78)  0.32
H (-0.52, -8.21, 6.59)  0.33
O (9.18, -6.64, 4.14)  -0.59
C (9.20, -5.59, 3.55)  0.71
O (8.06, -4.88, 3.39)  -0.33
C (8.00, -3.54, 2.87)  0.16
C (7.97, -3.55, 1.36)  -1.06
C (10.46, -5.09, 2.90)  -0.89
H (8.82, -2.93, 3.27)  0.33
H (7.08, -3.11, 3.26)  -0.13
H (8.87, -3.99, 0.93)  0.34
H (7.86, -2.53, 0.98)  0.36
H (7.12, -4.14, 1.00)  0.29
H (10.57, -5.56, 1.92)  0.24
H (11.31, -5.36, 3.53)  0.30
H (10.50, -4.00, 2.79)  0.33
O (-0.33, 0.51, -11.46)  -0.58
C (0.27, 1.39, -10.89)  0.71
O (-0.34, 2.57, -10.64)  -0.38
C (0.20, 3.60, -9.81)  -0.15
C (1.14, 4.50, -10.59)  -1.03
C (1.72, 1.23, -10.52)  -0.84
H (0.67, 3.18, -8.91)  0.26
H (-0.65, 4.20, -9.46)  0.23
H (2.00, 3.94, -10.97)  0.31
H (1.51, 5.31, -9.97)  0.35
H (0.63, 4.92, -11.46)  0.31
H (2.34, 1.48, -11.39)  0.24
H (1.89, 0.19, -10.24)  0.30
H (2.03, 1.84, -9.67)  0.28

energy relative to the best compared isomer or geometry (same formula, charge and spin): 380.68 kJ/mol
frontier orbital gap: 7.78 eV
electronic energy: -110560.280 eV
total charge: 0
spin multiplicity: 1
SMILES: CCOCOC(=O)OCCC(F)(F)C(F)(F)S(F)(F)(F)(F)F.CCOC(C)=O.CCOC(C)=O.CCOC(C)=O.CCOC(C)=O.CCOC(C)=O.CCOC(C)=O.CCOC(C)=O
HOMO energy: -0.3462 Eh
LUMO level: -1.6 eV

Density functional theory data (the ωB97M-V functional and the def2-TZVPD basis) for a structure of composition C36H68Cl2F2NO31PdS2 in a non-equilibrium geometry.

Last column: Mulliken charge in e.
Positions of all 143 atoms, in Å:
Pd (2.26, -1.97, -1.75)  1.53
N (0.47, -1.21, -1.09)  1.85
S (-0.34, -1.36, 0.26)  -1.26
O (-1.57, -2.08, 0.25)  0.18
O (-0.11, -0.33, 1.21)  -0.60
F (0.58, -2.58, 0.82)  -0.63
S (-0.46, 0.09, -1.61)  -0.57
O (-0.02, 1.37, -1.14)  -0.22
O (-1.85, -0.13, -1.81)  -0.34
F (0.12, 0.09, -3.10)  -0.14
Cl (-5.21, -2.94, -1.05)  -0.14
C (-4.47, -3.89, 0.28)  0.27
C (-5.38, -3.94, 1.46)  -0.30
Cl (-6.90, -4.81, 1.20)  -0.18
H (-3.53, -3.42, 0.58)  -0.39
H (-4.24, -4.84, -0.20)  0.39
H (-5.68, -2.96, 1.83)  0.11
H (-4.84, -4.40, 2.28)  0.34
C (1.28, 4.21, -2.55)  -0.10
C (2.17, 4.08, -1.30)  0.37
O (1.28, 4.52, -0.28)  -0.21
C (0.31, 5.27, -0.86)  0.54
O (-0.59, 5.78, -0.29)  -0.48
O (0.49, 5.34, -2.20)  -0.39
H (0.70, 3.29, -2.68)  0.02
H (1.93, 4.30, -3.41)  0.42
H (3.03, 4.74, -1.41)  0.30
H (2.51, 3.06, -1.15)  -0.34
C (-5.51, 1.14, -1.94)  0.03
C (-4.76, 1.07, -3.26)  0.39
O (-5.49, 0.04, -3.97)  -0.36
C (-6.74, 0.02, -3.46)  0.62
O (-7.66, -0.59, -3.88)  -0.52
O (-6.80, 0.70, -2.28)  -0.36
H (-5.52, 2.19, -1.64)  0.28
H (-5.01, 0.64, -1.11)  0.00
H (-3.76, 0.72, -3.05)  -0.35
H (-4.77, 1.99, -3.84)  0.30
C (-5.70, 6.90, 1.77)  -1.14
C (-4.19, 7.02, 1.65)  -0.27
O (-3.64, 5.73, 1.34)  -0.23
C (-3.11, 4.99, 2.30)  0.58
O (-2.91, 5.29, 3.44)  -0.58
O (-2.94, 3.77, 1.75)  -0.18
C (-2.25, 2.77, 2.45)  0.04
H (-6.05, 6.39, 2.67)  0.31
H (-6.15, 6.55, 0.85)  0.29
H (-6.12, 7.90, 1.94)  0.40
H (-3.79, 7.37, 2.60)  0.32
H (-3.92, 7.69, 0.84)  0.31
H (-1.73, 2.04, 1.83)  -0.29
H (-2.96, 2.28, 3.11)  0.13
H (-1.49, 3.24, 3.09)  0.32
C (5.97, 2.72, -0.93)  -1.58
C (5.12, 1.48, -1.27)  0.52
O (4.54, 1.75, -2.53)  -0.24
C (3.59, 0.96, -3.02)  0.37
O (3.09, 0.04, -2.40)  -0.31
O (3.24, 1.49, -4.16)  -0.37
C (2.32, 0.77, -5.02)  -0.75
H (5.33, 3.60, -0.96)  0.27
H (6.75, 2.92, -1.67)  0.39
H (6.47, 2.61, 0.03)  0.41
H (4.46, 1.24, -0.44)  -0.06
H (5.91, 0.73, -1.32)  0.21
H (2.40, 1.19, -6.01)  0.25
H (1.32, 0.91, -4.63)  0.36
H (2.52, -0.30, -4.96)  0.32
C (1.07, 0.77, 6.43)  -0.47
C (1.03, 2.26, 6.13)  -0.44
O (1.19, 2.30, 4.68)  -0.12
C (1.45, 3.52, 4.16)  0.50
O (1.77, 4.49, 4.78)  -0.60
O (1.29, 3.54, 2.84)  -0.46
C (1.20, 2.41, 2.00)  0.69
H (2.00, 0.27, 6.17)  0.03
H (0.26, 0.32, 5.85)  -0.07
H (0.92, 0.58, 7.49)  0.48
H (1.83, 2.80, 6.62)  0.36
H (0.04, 2.66, 6.36)  0.30
H (2.22, 2.16, 1.69)  0.20
H (0.62, 2.70, 1.14)  0.22
H (0.74, 1.51, 2.40)  -0.46
C (4.53, -5.53, -0.17)  -0.39
C (3.89, -6.17, -1.41)  -0.37
O (2.47, -6.35, -1.24)  -0.40
C (1.64, -5.35, -1.31)  0.60
O (1.97, -4.16, -1.28)  -0.34
O (0.41, -5.77, -1.33)  -0.39
C (-0.66, -4.82, -1.29)  0.06
H (5.59, -5.45, -0.40)  0.37
H (4.31, -6.06, 0.76)  0.36
H (4.07, -4.56, 0.04)  -0.39
H (4.25, -7.18, -1.55)  0.33
H (4.05, -5.53, -2.28)  0.26
H (-0.49, -3.91, -1.85)  -0.24
H (-0.93, -4.56, -0.27)  0.18
H (-1.49, -5.38, -1.72)  0.36
C (3.69, -0.99, 3.94)  -1.53
C (2.95, -0.21, 2.87)  0.24
O (2.86, -0.94, 1.63)  1.06
C (3.85, -1.38, 0.91)  0.22
O (3.59, -2.01, -0.12)  -0.19
O (5.04, -1.13, 1.35)  -0.38
C (6.19, -1.47, 0.54)  -0.61
H (3.85, -0.46, 4.88)  0.37
H (4.67, -1.26, 3.56)  0.39
H (3.14, -1.91, 4.15)  0.30
H (3.47, 0.72, 2.66)  0.33
H (1.95, 0.04, 3.21)  -0.04
H (6.33, -2.55, 0.51)  0.25
H (7.05, -1.01, 1.00)  0.27
H (6.00, -1.11, -0.47)  0.20
C (-0.72, -3.33, 5.41)  -1.59
C (-0.16, -2.41, 4.34)  0.32
O (-1.13, -1.95, 3.39)  0.21
C (-2.16, -1.19, 3.77)  0.40
O (-2.50, -0.98, 4.90)  -0.59
O (-2.81, -0.89, 2.64)  0.34
C (-4.03, -0.19, 2.78)  -0.95
H (-1.22, -4.19, 4.98)  0.31
H (-1.44, -2.81, 6.04)  0.35
H (0.11, -3.61, 6.07)  0.43
H (0.59, -2.93, 3.74)  0.15
H (0.40, -1.55, 4.73)  -0.25
H (-4.49, 0.01, 1.81)  0.22
H (-4.15, 0.75, 3.32)  0.37
H (-4.74, -0.90, 3.23)  0.32
C (-1.51, -2.80, -3.92)  -0.50
C (-2.07, -2.09, -5.18)  -0.69
O (-1.17, -2.26, -6.28)  -0.32
C (-0.44, -1.27, -6.74)  0.88
O (-0.46, -0.14, -6.31)  -0.61
O (0.21, -1.66, -7.82)  -0.36
C (1.24, -0.79, -8.33)  -0.37
H (-2.25, -2.63, -3.14)  0.33
H (-0.71, -2.12, -3.63)  -0.25
H (-1.31, -3.83, -4.18)  0.46
H (-2.28, -1.05, -4.97)  0.45
H (-2.98, -2.63, -5.41)  0.35
H (0.73, -0.18, -9.08)  0.33
H (1.96, -1.42, -8.83)  0.26
H (1.58, -0.04, -7.62)  0.03

frontier orbital gap (alpha / beta): 7.97 / 4.93 eV
electronic energy: -159017.323 eV
total charge: +1
spin multiplicity: 3
HOMO energy (alpha / beta): -0.4364 / -0.4364 Eh
LUMO level (alpha / beta): -3.9 / -6.9 eV